The following is a quantum chemistry calculation of C45H111N7O10Y as an isolated structure at a distorted geometry, from the OMol25 dataset.

Values from the calculation:
- E_HOMO (spin up / spin down): -11.16 / -11.16 eV
- Net charge: +2
- Multiplicity: 2
- F_max: 0.068 hartree/bohr

```
174
Properties=species:S:1:pos:R:3:forces:R:3:lowdin_charge:R:1
Y -10.20890 5.21270 -19.22998 2.448 -2.470 -0.188 1.584
C -10.84674 0.85615 -18.73842 0.507 -0.318 -0.281 -0.009
C -11.92673 1.89690 -18.60017 -1.112 1.019 -0.547 -0.505
C -12.61176 1.78441 -17.24578 -0.334 -0.198 0.045 0.000
O -11.45943 3.18536 -18.74042 1.144 0.277 0.419 -0.062
H -11.38199 -0.06608 -18.96446 0.196 -0.129 0.100 0.097
H -10.27567 0.74915 -17.81618 -0.023 -0.032 -0.010 0.099
H -10.15374 1.06783 -19.55269 -0.053 0.009 -0.041 0.079
H -12.70092 1.85367 -19.36625 -0.060 -0.946 -0.251 0.137
H -13.00415 0.77225 -17.14749 0.065 -0.070 -0.055 0.108
H -13.47527 2.44918 -17.26833 0.161 0.155 0.559 0.090
H -11.89592 1.95003 -16.44064 -0.291 0.218 0.026 0.079
C -7.10333 1.74078 -19.25627 -0.635 0.738 0.616 -0.053
C -7.02933 3.23257 -18.91492 0.626 1.044 -1.364 -0.531
C -5.70490 3.77772 -19.55066 -0.101 0.229 1.064 -0.040
O -8.08604 4.05718 -19.37496 -1.768 -0.279 0.335 -0.342
H -7.89034 1.31725 -18.63230 -0.148 -0.389 -0.217 0.056
H -6.15801 1.29456 -18.94743 -0.034 -0.250 -0.283 0.084
H -7.32571 1.59648 -20.31354 0.136 -0.219 0.000 0.056
H -7.00930 3.28271 -17.82626 0.436 0.237 0.341 0.092
H -5.67971 3.71549 -20.63859 -0.235 -0.085 0.034 0.056
H -4.80121 3.29870 -19.17385 -0.070 -0.492 0.052 0.075
H -5.53808 4.81596 -19.26373 -0.354 0.229 -0.076 0.041
C -5.04311 6.38041 -21.82243 0.074 -0.391 -0.540 -0.105
O -5.18844 5.21027 -22.63031 0.097 -0.137 -0.003 -0.144
H -4.76588 6.01271 -20.83449 -0.163 0.367 -0.009 0.050
H -4.27202 7.05070 -22.20222 0.072 -0.049 0.054 0.093
H -5.99765 6.90654 -21.83431 -0.050 0.216 0.396 0.061
H -4.94857 5.37631 -23.54491 0.159 0.236 -0.012 0.089
C -5.98914 2.22938 -23.94646 -0.582 -0.067 -0.167 -0.012
C -7.51771 2.48922 -23.69154 0.713 -0.681 -0.565 -0.390
C -8.31137 1.22715 -23.29528 0.229 0.680 -1.151 -0.169
O -8.42811 0.39910 -24.46047 -0.851 0.650 0.799 -0.157
C -7.94620 -0.89601 -24.31355 2.356 -0.709 0.014 -0.117
N -7.63129 3.51001 -22.69698 0.057 0.251 2.016 0.032
H -5.44284 2.02790 -23.02502 -0.396 0.161 0.532 0.081
H -5.55198 3.15094 -24.33080 0.069 -0.144 -0.298 0.064
H -5.68735 1.37792 -24.55642 -0.532 0.180 -0.513 0.077
H -8.06722 3.03083 -24.46148 0.466 -1.054 -1.300 0.128
H -9.30324 1.54915 -22.97806 -0.322 -0.047 -0.070 0.093
H -7.87288 0.75229 -22.41759 0.377 -0.436 -0.145 0.111
H -6.85842 -0.85241 -24.25957 0.585 0.215 0.343 0.078
H -7.99963 -1.50433 -25.21642 -1.176 0.198 0.008 0.100
H -8.19000 -1.43482 -23.39794 -0.880 0.032 -0.120 0.071
H -7.27468 3.10528 -21.84309 -0.233 -0.080 0.827 0.046
H -6.87800 4.16679 -22.84291 0.005 0.672 -0.330 0.049
C -8.53113 8.68309 -21.53057 0.169 -0.694 0.388 -0.021
C -8.85737 7.43417 -20.64031 2.113 2.812 -0.160 -0.398
C -8.26325 7.79649 -19.22523 -0.578 -1.776 -1.250 -0.121
O -8.57951 6.69889 -18.34046 1.183 1.350 0.644 -0.317
C -7.68939 6.78046 -17.18890 -0.736 -1.278 0.905 -0.023
N -10.26818 7.25021 -20.51825 -1.306 0.351 -0.110 -0.016
H -8.89546 9.56152 -20.99791 -0.200 0.164 -0.260 0.089
H -8.96267 8.60565 -22.52851 -0.216 0.029 0.100 0.090
H -7.46168 8.83540 -21.67607 0.049 -0.176 0.119 0.079
H -8.42911 6.54286 -21.09886 0.361 -0.223 0.386 0.134
H -8.70350 8.68786 -18.77830 -0.014 0.338 -0.374 0.139
H -7.18521 7.90427 -19.34496 0.033 0.012 0.205 0.137
H -7.82378 7.67154 -16.57570 0.050 0.682 -0.715 0.112
H -6.64419 6.58544 -17.42895 -0.288 0.216 -0.434 0.074
H -7.98758 6.02228 -16.46478 -0.042 -0.397 -0.452 0.084
H -10.71943 7.29747 -21.42059 0.077 -0.691 -0.613 0.105
H -10.65492 8.10609 -20.14677 -0.017 0.298 0.713 0.108
C -4.45135 0.73990 -15.63460 1.023 -0.360 -0.628 -0.049
C -5.26346 1.65890 -14.75106 -0.644 -0.197 -0.396 -0.432
C -4.67426 3.01213 -14.69818 1.868 1.445 1.536 -0.221
O -5.26666 3.75585 -13.60514 -0.448 0.631 -0.489 -0.193
C -4.78272 5.09299 -13.31260 -0.752 -0.823 -0.051 -0.073
N -6.64378 1.87448 -15.18936 -0.669 -1.074 0.358 0.054
H -4.06353 1.17899 -16.55378 -0.595 0.570 -0.377 0.070
H -4.89916 -0.20693 -15.93641 -0.422 0.127 0.338 0.074
H -3.48627 0.48821 -15.19485 -0.161 -0.138 0.658 0.086
H -5.27024 1.25777 -13.73757 -0.194 -0.079 0.044 0.150
H -4.77581 3.50469 -15.66521 -0.100 0.249 -0.125 0.110
H -3.61794 2.93006 -14.44210 0.443 0.117 -0.248 0.125
H -5.18420 5.36810 -12.33729 0.727 -0.686 0.543 0.088
H -5.26319 5.91293 -13.84642 0.075 -0.265 -1.246 0.063
H -3.69872 5.13552 -13.41858 -0.052 0.175 0.295 0.079
H -6.70527 2.06857 -16.17863 0.206 0.140 -0.095 0.035
H -6.94095 2.67733 -14.65342 -0.405 0.173 -0.138 0.045
C -12.54536 7.86071 -16.29580 -1.608 -0.074 1.870 -0.040
C -11.36501 7.13068 -16.83645 1.116 0.539 0.637 -0.387
C -10.81073 5.91534 -16.03740 -1.825 0.444 0.501 -0.130
O -10.09412 5.00764 -16.87348 0.196 -0.295 1.491 -0.321
C -9.66934 3.83554 -16.11885 -0.351 -1.289 -0.735 -0.033
N -11.74334 6.66881 -18.14268 -0.636 -0.041 -1.094 -0.027
H -13.36091 7.17223 -16.07453 -0.025 -0.480 0.212 0.094
H -13.06293 8.53604 -16.97708 0.740 0.299 -0.388 0.098
H -12.40110 8.40106 -15.36022 0.311 0.046 -0.065 0.102
H -10.58565 7.88668 -16.93225 0.409 -0.223 -0.310 0.141
H -11.67392 5.39061 -15.62793 -0.418 -0.373 -0.248 0.134
H -10.32176 6.18230 -15.10052 0.853 0.331 -0.389 0.149
H -9.45817 3.05444 -16.84919 0.635 0.365 -0.246 0.082
H -10.46574 3.33559 -15.56758 -0.547 0.811 0.242 0.092
H -8.83929 3.94193 -15.42044 0.122 0.727 -0.338 0.100
H -12.02740 7.46422 -18.69652 0.704 0.639 -0.345 0.103
H -12.68969 6.31733 -18.11118 -0.006 -0.870 0.789 0.057
C -11.11847 3.68832 -23.66634 -0.594 0.129 0.208 -0.025
C -11.10792 4.52334 -22.38300 -1.722 0.560 0.356 -0.376
C -12.51724 4.59247 -21.65071 1.137 -0.863 -0.840 -0.139
O -12.45350 5.27960 -20.37949 -1.629 0.335 -0.355 -0.317
C -13.83912 5.34799 -19.85273 0.872 -0.577 0.126 -0.022
N -10.12834 4.07761 -21.39422 -1.231 0.228 -0.166 -0.010
H -10.17262 3.80114 -24.19619 0.110 -0.296 0.266 0.080
H -11.87060 4.03204 -24.37645 -0.184 0.120 0.132 0.093
H -11.35007 2.64715 -23.44181 0.238 -0.132 -0.120 0.090
H -10.81773 5.52190 -22.70976 -0.065 0.299 0.216 0.125
H -12.83232 3.57862 -21.40382 0.142 -0.395 -0.128 0.122
H -13.30487 4.96527 -22.30551 0.114 0.554 0.064 0.138
H -13.80779 5.40936 -18.76491 -0.040 0.169 -0.209 0.075
H -14.36376 4.40546 -20.00928 0.113 -0.053 -0.443 0.105
H -14.41236 6.16858 -20.28415 0.250 0.016 -0.078 0.114
H -10.36128 3.11847 -21.17999 -0.238 -0.515 0.427 0.083
H -9.29626 3.91851 -21.94416 1.770 0.298 -0.075 0.029
C -1.43337 5.54593 -15.40598 0.594 0.767 -0.449 -0.028
C -2.06988 5.96849 -16.74909 -1.106 -1.100 -0.525 -0.433
C -3.56023 6.47822 -16.44695 -0.093 1.376 -1.514 -0.092
C -4.19539 7.30870 -17.63069 2.124 -0.654 0.058 -0.202
C -3.23878 8.37684 -18.16167 -0.010 -0.118 0.841 -0.128
C -1.69997 7.97476 -18.39975 -0.618 -0.104 -0.385 -0.398
N -1.21054 6.99793 -17.41190 -0.996 0.833 1.974 -0.125
O 0.13714 6.58866 -17.65930 -1.621 0.229 0.342 0.002
C -1.57230 7.30688 -19.84834 0.443 1.818 0.213 -0.020
C -0.89885 9.31311 -18.15685 0.674 -0.529 -1.016 -0.017
C -2.19040 4.73013 -17.69781 -0.400 0.285 0.570 -0.022
H -1.47754 6.39228 -14.72052 0.122 0.103 -0.005 0.087
H -0.38325 5.34669 -15.61960 0.042 -0.094 0.263 0.082
H -1.84698 4.69288 -14.86808 -0.340 -0.136 -0.540 0.064
H -4.33933 5.73628 -16.27189 0.758 -0.975 0.112 0.083
H -3.61893 7.08111 -15.54077 0.514 0.275 0.011 0.107
H -5.11884 7.79694 -17.31932 0.013 -0.135 -0.089 0.085
H -4.33384 6.66872 -18.50211 -0.671 -0.561 0.178 0.070
H -3.37744 9.19395 -17.45372 0.899 0.185 0.184 0.103
H -3.74025 8.77813 -19.04236 0.666 -0.002 -0.600 0.109
H -2.33693 6.55982 -20.06123 0.003 0.105 0.122 0.052
H -1.58153 8.10317 -20.59261 -0.808 0.202 -0.139 0.073
H -0.58752 6.92706 -20.12048 0.134 -0.519 0.778 0.076
H -0.65069 9.82948 -19.08415 -0.436 0.063 -0.296 0.074
H -1.39923 10.03343 -17.50967 -0.174 -0.352 0.025 0.072
H 0.09764 9.13733 -17.75160 -0.181 -0.415 0.250 0.077
H -2.76314 4.97578 -18.59208 0.135 0.075 -0.114 0.055
H -2.74574 3.93492 -17.20046 0.086 -0.146 0.120 0.067
H -1.21742 4.32977 -17.98259 0.013 -0.014 -0.002 0.083
H 0.02173 5.88353 -18.30044 0.421 -0.336 -0.450 0.069
C -8.94338 -4.93512 -17.74676 0.253 -0.347 0.595 -0.036
C -8.70789 -4.87973 -19.26204 -0.463 -0.044 -0.517 -0.469
C -9.80141 -3.94905 -19.80967 -0.531 0.458 -0.482 -0.147
C -9.57393 -2.46068 -19.69433 0.868 0.162 0.144 -0.207
C -8.20150 -2.06711 -20.24153 -0.114 -0.561 0.545 -0.110
C -7.06869 -2.92955 -19.56486 0.097 -0.401 0.922 -0.454
N -7.37250 -4.39033 -19.71151 -2.344 1.233 -0.934 -0.125
O -6.33602 -5.21532 -19.28630 0.221 0.110 0.766 -0.008
C -5.79905 -2.76462 -20.35351 1.306 0.101 -0.192 -0.057
C -6.80232 -2.54075 -18.06039 -0.359 0.354 -0.131 -0.016
C -8.87631 -6.29011 -19.91638 0.280 -0.465 0.612 -0.031
H -9.82771 -5.53792 -17.54011 0.301 -0.614 -0.043 0.088
H -9.22070 -4.02417 -17.21632 0.250 0.617 -0.614 0.066
H -8.05403 -5.28461 -17.22235 -0.157 -0.477 0.025 0.088
H -10.01308 -4.15802 -20.85831 0.100 -0.214 -0.126 0.123
H -10.73944 -4.05703 -19.26513 -0.038 -0.930 0.019 0.121
H -9.61337 -2.13941 -18.65348 0.174 -0.155 0.350 0.092
H -10.42547 -1.92970 -20.11981 0.118 0.066 -0.584 0.097
H -8.10298 -0.99291 -20.08510 0.704 0.082 0.314 0.090
H -8.09580 -2.19411 -21.31894 -0.265 -0.351 -0.095 0.095
H -5.56639 -1.72744 -20.59482 -0.006 0.133 0.204 0.083
H -4.96705 -3.19956 -19.79970 0.131 0.339 0.222 0.085
H -5.75677 -3.32321 -21.28855 -0.640 0.054 -0.202 0.090
H -6.24083 -1.61172 -17.96161 -0.025 0.259 -0.331 0.062
H -7.71615 -2.40755 -17.48136 -0.191 0.091 -0.221 0.057
H -6.22812 -3.24819 -17.46215 0.102 -0.479 -0.593 0.085
H -8.19667 -6.97754 -19.41277 0.225 0.013 -0.111 0.078
H -8.67953 -6.35153 -20.98671 0.403 0.625 0.006 0.083
H -9.83406 -6.80543 -19.84373 -0.462 0.656 0.544 0.082
H -5.86713 -5.41884 -20.09890 0.053 -0.242 -0.086 0.108
```
Forces are in eV/Å.